(1)
Computed, not measured: a molecular structure, C21H25NO3 in a non-equilibrium geometry, with ωB97M-V/def2-TZVPD.

Last column: natural (NBO) charge in e.
Positions of all 50 atoms, in Å:
1 C -4.248 -2.474 -0.315  -0.606
2 C -4.095 -1.143 -1.126  -0.376
3 C -2.846 -0.244 -0.773  -0.434
4 C -2.936 1.000 -1.462  0.014
5 O -1.773 1.581 -1.409  -0.523
6 C -1.635 2.148 0.106  -0.105
7 C -0.630 3.228 0.178  -0.434
8 C 0.701 2.958 -0.871  -0.216
9 N 1.229 1.732 -0.335  -0.646
10 C 2.152 1.633 0.809  0.650
11 O 2.518 2.865 1.364  -0.660
12 C 2.363 0.345 1.177  -0.393
13 C 3.348 -0.570 0.107  -0.057
14 C 4.651 0.128 0.054  -0.148
15 C 5.397 -0.520 -1.116  -0.266
16 C 4.813 -1.523 -1.682  -0.139
17 C 3.627 -2.099 -1.562  -0.241
18 C 2.774 -1.440 -0.522  0.259
19 O 1.647 -1.779 -0.533  -0.476
20 C 0.784 -1.488 0.751  0.244
21 C 1.163 -0.541 1.431  -0.049
22 C 0.277 -0.155 2.765  -0.079
23 C -0.793 -0.823 2.872  -0.316
24 C -1.231 -1.882 2.104  -0.132
25 C -0.373 -2.063 0.601  -0.210
26 H -0.559 -2.986 0.135  0.232
27 H -2.074 -2.664 2.085  0.248
28 H -1.370 -0.537 3.634  0.217
29 H 0.622 0.491 3.406  0.208
30 H 3.197 -2.748 -2.162  0.207
31 H 5.495 -1.807 -2.647  0.187
32 H 6.387 -0.182 -1.262  0.213
33 H 5.055 0.857 0.675  0.229
34 H 3.014 0.233 2.187  0.265
35 H 0.824 0.788 -0.562  0.397
36 H 1.524 3.917 -0.606  0.248
37 H 0.511 2.798 -1.975  0.229
38 H -0.966 4.248 -0.219  0.192
39 H -0.296 3.669 1.051  0.244
40 H -1.345 1.550 0.803  0.179
41 H -2.440 2.546 0.636  0.204
42 H -3.989 1.701 -0.849  0.074
43 H -3.174 0.857 -2.488  0.187
44 H -3.023 -0.341 0.365  0.204
45 H -2.213 -0.824 -1.109  0.189
46 H -4.984 -0.617 -0.884  0.188
47 H -4.175 -1.410 -2.159  0.187
48 H -3.287 -3.214 -0.598  0.190
49 H -5.155 -2.943 -0.799  0.216
50 H -4.464 -2.258 0.727  0.204

Values from the calculation:
LUMO: -0.8 eV
2S+1: 1
HOMO: -8.3 eV
M: 339.44 g/mol
calculated total energy: -1095.04769 a.u.



(2)
Computed, not measured: a molecular structure, C5H6O2, with ωB97M-V/def2-TZVPD.

Last column: natural (NBO) charge in e.
Positions of all 13 atoms, in Å:
1 O 0.620 -1.198 -2.681  -0.503
2 C -0.034 -1.172 -1.667  0.421
3 C -0.310 0.107 -0.908  -0.008
4 O -1.406 -0.014 0.011  -0.508
5 C -0.667 0.704 0.997  0.097
6 C 0.503 -0.058 1.494  -0.444
7 C 0.607 0.671 0.177  -0.264
8 H -0.518 -2.080 -1.253  0.118
9 H -0.503 0.899 -1.643  0.203
10 H -1.199 1.479 1.539  0.206
11 H 1.033 0.486 2.276  0.227
12 H 0.505 -1.138 1.612  0.222
13 H 1.374 1.411 -0.016  0.232

Values from the calculation:
LUMO: 0.8 eV
2S+1: 1
HOMO: -9.8 eV
M: 98.10 g/mol
calculated total energy: -344.50053 a.u.



(3)
Computed, not measured: a molecular structure, C19H30AsN3O2RuS, with ωB97M-V/def2-TZVPD.

Last column: natural (NBO) charge in e.
Positions of all 57 atoms, in Å:
1 Ru 0.064 0.114 -0.326  1.156
2 C 3.763 2.351 -0.724  -0.671
3 C 2.273 2.126 -0.604  0.498
4 O 1.950 1.103 0.086  -0.701
5 C 1.420 3.059 -1.179  -0.482
6 C 0.006 3.078 -1.062  0.324
7 C -0.719 4.360 -1.369  -0.659
8 N -0.671 2.031 -0.675  -0.383
9 N -2.035 2.231 -0.413  -0.413
10 C -2.509 1.186 0.180  0.514
11 O -1.839 0.108 0.485  -0.736
12 C -3.960 1.182 0.544  -0.008
13 C -4.767 2.294 0.314  -0.206
14 C -6.109 2.268 0.657  -0.226
15 C -6.664 1.131 1.234  -0.226
16 C -5.864 0.021 1.464  -0.222
17 C -4.518 0.046 1.120  -0.211
18 H 4.256 1.391 -0.876  0.219
19 H 4.151 2.776 0.205  0.216
20 H 4.009 3.023 -1.546  0.205
21 H 1.879 3.898 -1.684  0.198
22 H -0.027 5.091 -1.782  0.203
23 H -1.166 4.762 -0.459  0.231
24 H -1.538 4.180 -2.064  0.233
25 H -4.320 3.170 -0.137  0.232
26 H -6.727 3.139 0.474  0.201
27 H -7.714 1.112 1.500  0.200
28 H -6.288 -0.870 1.910  0.203
29 H -3.881 -0.810 1.291  0.235
30 C 1.529 -2.830 2.295  -0.598
31 C 0.395 -1.875 1.908  0.035
32 C -0.942 -2.620 1.965  -0.606
33 C 0.376 -0.691 2.882  -0.629
34 N 0.619 -1.441 0.541  -0.487
35 H 2.499 -2.346 2.166  0.206
36 H 1.507 -3.723 1.667  0.202
37 H 1.436 -3.140 3.341  0.190
38 H -1.123 -2.996 2.978  0.186
39 H -0.923 -3.468 1.276  0.204
40 H -1.756 -1.957 1.677  0.231
41 H 0.302 -1.040 3.916  0.190
42 H -0.478 -0.045 2.672  0.223
43 H 1.288 -0.100 2.774  0.217
44 C 1.946 -3.428 -1.772  -0.971
45 As 2.616 -1.595 -1.822  1.161
46 C 3.559 -1.713 -3.534  -0.983
47 C 4.198 -1.877 -0.654  -0.973
48 S 0.441 -0.444 -2.654  -0.694
49 H 2.671 -4.099 -2.237  0.196
50 H 1.001 -3.445 -2.312  0.246
51 H 1.771 -3.717 -0.738  0.233
52 H 4.279 -2.533 -3.515  0.200
53 H 4.072 -0.776 -3.748  0.221
54 H 2.813 -1.887 -4.308  0.235
55 H 4.616 -2.871 -0.833  0.202
56 H 3.891 -1.777 0.385  0.231
57 H 4.945 -1.115 -0.879  0.211

Values from the calculation:
LUMO (alpha / beta): 3.0 / 2.6 eV
2S+1: 6
charge: -1
HOMO (alpha / beta): -3.2 / -4.2 eV
<S²>: 8.780
M: 540.53 g/mol
calculated total energy: -3785.54760 a.u.



(4)
Computed, not measured: a gas-phase ion, C4H9N2 (charge +1) in a non-equilibrium geometry, with ωB97M-V/def2-TZVPD.

Last column: natural (NBO) charge in e.
Positions of all 15 atoms, in Å:
1 C -0.538 0.899 -0.107  0.052
2 C -1.350 -0.154 0.048  -0.193
3 C 1.602 -0.027 -0.310  0.228
4 C 2.987 -0.064 0.189  -0.680
5 N 0.781 0.828 0.117  -0.431
6 N -2.819 0.005 0.064  -0.674
7 H -0.918 1.895 -0.292  0.214
8 H -1.009 -1.151 0.263  0.232
9 H 1.348 -0.736 -1.103  0.166
10 H 3.688 0.060 -0.632  0.251
11 H 3.190 -1.038 0.636  0.248
12 H 3.152 0.712 0.929  0.245
13 H -3.211 -0.238 0.985  0.446
14 H -3.264 -0.603 -0.639  0.447
15 H -3.057 0.984 -0.146  0.448

Values from the calculation:
LUMO: -3.7 eV
2S+1: 1
SMILES: C/C=N/C=C/[NH3+]
charge: +1
HOMO: -13.4 eV
M: 85.13 g/mol
calculated total energy: -267.02849 a.u.